No. 1
A molecular structure, C2H5FKO at a distorted geometry, computed with the ωB97M-V functional and the def2-TZVPD basis.

Last column: Mulliken spin population.
Element x y z (Å)
K -2.292 -0.809 -2.148  0.00
C 1.344 -0.299 0.560  0.04
C 0.279 0.574 -0.043  -0.02
O -1.095 0.171 0.270  0.95
H 1.652 -1.157 -0.037  0.00
H 1.119 -0.573 1.590  0.00
H 2.174 0.395 0.428  0.00
H 0.543 0.680 -1.095  0.00
H 0.374 1.614 0.268  0.03
F -4.098 -0.596 0.208  0.01

Summary:
LUMO (alpha / beta) (eV): -0.94 / -1.81
Kohn-Sham gap (alpha / beta) (hartree): 0.2343 / 0.2014
Spin multiplicity: 2
Calculated total energy (eV): -23241.7221
HOMO energy (alpha / beta) (eV): -7.3130 / -7.2872



No. 2
A molecular structure, C25H36N8O2Ti at a distorted geometry, computed with the ωB97M-V functional and the def2-TZVPD basis.

Last column: Mulliken spin population.
Element x y z (Å)
Ti -0.066 -0.052 -0.342  0.89
C -1.568 -4.223 1.657  0.00
N -0.128 -4.021 1.520  0.01
C 0.747 -5.185 1.622  0.00
C 0.326 -2.785 1.221  0.03
N -0.403 -1.784 0.895  -0.03
N 1.717 -2.637 1.299  0.00
C 2.475 -1.684 0.649  0.01
N 3.803 -1.771 0.917  0.00
N 1.954 -0.837 -0.171  0.01
H -1.741 -5.100 2.274  0.00
H -2.054 -4.363 0.689  0.00
H -2.025 -3.373 2.163  0.00
H 0.145 -6.078 1.491  0.00
H 1.238 -5.259 2.597  0.00
H 1.496 -5.188 0.832  0.00
H -1.376 -2.035 0.786  0.02
H 2.218 -3.331 1.822  0.00
H 4.146 -2.320 1.685  0.00
H 4.414 -1.054 0.568  0.00
H 2.654 -0.242 -0.600  0.00
O -2.043 0.527 0.685  0.00
C -2.501 1.794 1.111  0.03
C -2.257 1.880 2.610  0.00
C -0.905 1.265 3.003  0.00
C 0.250 2.033 2.425  0.02
C 0.751 3.131 3.127  -0.01
C 1.808 3.853 2.625  0.01
C 2.356 3.455 1.416  0.00
C 1.803 2.369 0.771  0.02
N 0.758 1.661 1.236  -0.02
H -2.128 0.326 -0.315  -0.01
H -3.565 1.900 0.898  0.01
H -1.976 2.599 0.586  0.00
H -3.050 1.351 3.141  0.00
H -2.297 2.929 2.923  0.00
H -0.865 0.237 2.657  0.00
H -0.816 1.261 4.090  0.00
H 0.299 3.393 4.076  0.00
H 2.205 4.705 3.164  0.00
H 3.195 3.975 0.973  0.00
H 2.193 2.060 -0.188  0.00
C -3.974 0.172 -2.265  0.00
C -3.398 -1.188 -2.566  0.00
C -4.171 -2.139 -3.218  0.00
C -3.661 -3.393 -3.529  -0.01
C -2.346 -3.673 -3.200  0.00
C -1.538 -2.741 -2.553  -0.01
C -0.101 -3.102 -2.260  0.01
C -2.064 -1.481 -2.193  0.03
N -1.293 -0.553 -1.495  -0.05
H -4.935 0.301 -2.762  0.00
H -3.301 0.968 -2.599  0.00
H -4.141 0.319 -1.196  0.00
H -5.194 -1.893 -3.489  0.00
H -4.276 -4.131 -4.030  0.00
H -1.923 -4.640 -3.462  0.00
H 0.369 -3.545 -3.140  0.00
H -0.019 -3.839 -1.453  0.00
H 0.475 -2.233 -1.968  0.00
O 0.854 1.065 -1.741  -0.01
N 0.016 1.765 -2.492  0.01
C -0.302 1.291 -3.690  0.01
C -1.180 1.983 -4.502  0.00
C -1.728 3.166 -4.058  0.01
C -1.377 3.630 -2.802  0.01
C -0.497 2.901 -2.031  0.03
H 0.152 0.342 -3.936  0.00
H -1.430 1.574 -5.470  0.00
H -2.423 3.720 -4.678  0.00
H -1.782 4.552 -2.408  0.00
H -0.175 3.182 -1.041  -0.01

Summary:
LUMO (alpha / beta) (eV): -2.25 / -2.24
Kohn-Sham gap (alpha / beta) (hartree): 0.2230 / 0.2419
Spin multiplicity: 2
Net charge: +1
Relative energy (zero: lowest compared OMol25 entry of this formula, charge and spin) (kJ/mol): 75.3
Calculated total energy (eV): -65636.7589
HOMO energy (alpha / beta) (eV): -8.3199 / -8.8207



No. 3
12 unconnected molecules or ions with the total composition C48H87BNO42P4 at a distorted geometry, computed with the ωB97M-V functional and the def2-TZVPD basis.

Last column: Löwdin charge in e.
Element x y z (Å)
O -15.948 26.575 -13.613  0.14
C -16.441 25.542 -13.979  -0.41
O -17.654 25.368 -14.420  0.21
B -17.854 23.928 -14.818  -0.85
O -16.550 23.300 -14.520  0.23
C -15.717 24.203 -14.028  -0.39
O -14.612 24.007 -13.622  0.16
O -18.350 23.866 -16.199  0.21
C -19.626 23.519 -16.203  -0.38
O -20.380 23.525 -17.134  0.16
C -19.998 23.115 -14.761  -0.38
O -18.929 23.280 -14.015  0.22
O -21.046 22.625 -14.444  0.13
C -15.277 29.449 -15.531  -0.07
C -13.839 29.419 -15.302  -0.27
N -12.701 29.387 -15.145  0.13
H -15.729 30.372 -15.175  0.05
H -15.741 28.596 -15.034  0.06
H -15.552 29.413 -16.586  0.09
C -18.299 23.278 -10.720  -0.05
C -18.605 23.330 -9.232  -0.25
O -18.515 24.667 -8.750  -0.18
P -17.138 25.190 -8.084  0.41
O -16.062 24.204 -8.188  -0.22
O -16.868 26.599 -8.744  -0.16
C -16.490 26.672 -10.127  -0.25
C -16.374 28.113 -10.555  -0.06
O -17.543 25.571 -6.599  -0.16
C -18.689 26.395 -6.386  -0.27
C -18.920 26.503 -4.872  -0.07
H -18.710 22.431 -11.271  0.07
H -18.618 24.229 -11.150  0.07
H -17.223 23.157 -10.888  0.07
H -19.635 22.995 -9.093  0.11
H -17.977 22.663 -8.641  0.11
H -15.547 26.150 -10.295  0.13
H -17.311 26.240 -10.705  0.09
H -17.375 28.552 -10.482  0.07
H -15.661 28.672 -9.951  0.08
H -16.176 28.202 -11.624  0.06
H -18.549 27.405 -6.774  0.12
H -19.575 25.996 -6.880  0.10
H -19.689 27.230 -4.613  0.07
H -19.286 25.564 -4.456  0.07
H -17.951 26.763 -4.447  0.08
C -20.997 19.206 -13.380  -0.06
C -20.016 18.914 -14.499  -0.24
O -20.389 19.713 -15.636  -0.20
P -20.419 19.150 -17.133  0.41
O -20.750 20.155 -18.153  -0.21
O -18.972 18.486 -17.302  -0.18
C -17.924 19.257 -17.936  -0.21
C -17.417 20.348 -16.987  -0.05
O -21.382 17.885 -17.129  -0.17
C -22.814 18.055 -17.116  -0.22
C -23.454 17.422 -15.878  -0.04
H -22.039 18.991 -13.599  0.06
H -20.678 18.685 -12.474  0.09
H -20.919 20.262 -13.107  0.06
H -18.962 19.015 -14.241  0.12
H -20.059 17.862 -14.800  0.11
H -17.145 18.549 -18.204  0.12
H -18.357 19.697 -18.833  0.10
H -16.856 20.004 -16.120  0.08
H -16.803 21.064 -17.542  0.07
H -18.218 20.989 -16.610  0.06
H -23.082 19.095 -17.279  0.10
H -23.139 17.430 -17.948  0.12
H -23.382 16.334 -15.906  0.08
H -22.887 17.717 -14.995  0.05
H -24.513 17.660 -15.799  0.08
C -18.881 32.613 -16.902  -0.06
C -18.578 31.144 -16.727  -0.28
O -19.672 30.509 -16.053  -0.16
P -19.422 29.045 -15.440  0.41
O -20.637 28.429 -14.887  -0.22
O -18.241 29.239 -14.398  -0.19
C -18.440 30.106 -13.278  -0.26
C -17.377 31.185 -13.117  -0.05
O -18.714 28.187 -16.571  -0.16
C -19.420 27.128 -17.214  -0.24
C -19.340 27.271 -18.730  -0.05
H -18.364 33.071 -17.742  0.08
H -19.940 32.680 -17.184  0.08
H -18.892 33.213 -15.992  0.07
H -18.323 30.647 -17.668  0.12
H -17.643 30.979 -16.181  0.08
H -19.452 30.512 -13.233  0.13
H -18.379 29.446 -12.406  0.09
H -17.579 31.795 -12.238  0.09
H -16.376 30.769 -13.020  0.07
H -17.424 31.847 -13.985  0.07
H -18.863 26.236 -16.918  0.10
H -20.461 26.973 -16.933  0.12
H -19.717 26.391 -19.252  0.06
H -19.954 28.030 -19.221  0.08
H -18.306 27.430 -19.040  0.08
C -11.891 25.363 -15.117  -0.06
C -11.181 24.185 -14.431  -0.30
O -10.477 23.441 -15.396  -0.17
P -9.902 21.969 -15.081  0.43
O -8.897 21.656 -16.099  -0.24
O -11.190 21.032 -14.984  -0.17
C -12.337 21.154 -15.832  -0.26
C -13.444 20.293 -15.294  -0.05
O -9.359 22.085 -13.564  -0.18
C -10.100 21.610 -12.436  -0.28
C -9.305 21.973 -11.175  -0.06
H -12.431 25.881 -14.324  0.08
H -11.167 25.995 -15.625  0.08
H -12.628 24.934 -15.799  0.05
H -10.505 24.661 -13.711  0.12
H -11.924 23.617 -13.863  0.10
H -12.714 22.180 -15.880  0.10
H -12.086 20.846 -16.847  0.12
H -13.816 20.640 -14.330  0.07
H -14.316 20.450 -15.935  0.06
H -13.084 19.267 -15.365  0.09
H -11.102 22.028 -12.355  0.09
H -10.198 20.523 -12.444  0.12
H -8.822 22.928 -11.373  0.08
H -10.001 22.031 -10.336  0.07
H -8.603 21.194 -10.879  0.07
C -21.837 22.660 -11.168  -0.11
C -23.192 22.204 -11.719  -0.12
O -24.008 22.172 -10.567  0.08
C -23.501 23.017 -9.669  -0.59
O -24.042 23.423 -8.686  0.16
O -22.219 23.309 -9.940  0.06
H -21.400 23.270 -11.953  0.09
H -21.186 21.805 -10.991  0.12
H -23.180 21.199 -12.149  0.12
H -23.654 22.773 -12.531  0.13
C -21.054 26.064 -12.266  -0.08
C -19.773 26.924 -12.221  -0.10
O -19.646 27.251 -10.849  0.05
C -20.581 26.632 -10.113  -0.56
O -20.736 26.828 -8.945  0.16
O -21.416 25.926 -10.897  0.06
H -20.901 25.064 -12.674  0.10
H -21.855 26.521 -12.850  0.13
H -19.898 27.809 -12.832  0.09
H -18.942 26.295 -12.542  0.11
C -15.079 24.814 -17.655  -0.09
C -15.977 24.543 -18.883  -0.11
O -15.636 23.227 -19.229  0.09
C -14.562 22.820 -18.575  -0.58
O -14.078 21.724 -18.640  0.15
O -14.127 23.753 -17.715  0.07
H -15.664 24.791 -16.734  0.11
H -14.624 25.802 -17.701  0.13
H -15.761 25.352 -19.582  0.14
H -17.002 24.696 -18.549  0.11
C -18.901 22.495 -20.191  -0.10
C -20.398 22.418 -20.432  -0.10
O -20.651 23.579 -21.228  0.09
C -19.639 24.420 -21.093  -0.60
O -19.587 25.522 -21.580  0.13
O -18.643 23.903 -20.357  0.04
H -18.296 21.942 -20.912  0.14
H -18.611 22.211 -19.182  0.11
H -20.900 22.385 -19.466  0.10
H -20.662 21.595 -21.095  0.14
C -23.294 21.613 -16.028  -0.14
C -23.690 22.035 -17.448  -0.10
O -25.061 21.607 -17.523  0.07
C -25.350 20.760 -16.517  -0.58
O -26.331 20.109 -16.416  0.16
O -24.303 20.714 -15.654  0.04
H -23.235 22.474 -15.371  0.12
H -22.326 21.133 -16.138  0.09
H -23.136 21.583 -18.272  0.11
H -23.522 23.103 -17.592  0.13
C -14.382 21.676 -11.216  -0.14
C -14.291 21.907 -9.723  -0.12
O -13.578 20.748 -9.308  0.07
C -12.865 20.263 -10.362  -0.56
O -12.107 19.352 -10.321  0.16
O -13.231 20.911 -11.494  0.04
H -14.343 22.606 -11.779  0.11
H -15.315 21.167 -11.480  0.13
H -15.269 22.016 -9.257  0.11
H -13.750 22.825 -9.478  0.13

Summary:
LUMO (eV): 1.49
Kohn-Sham gap (hartree): 0.3662
Net charge: -1
Relative energy (zero: lowest compared OMol25 entry of this formula, charge and spin) (kJ/mol): 0.0
Calculated total energy (eV): -176525.2621
HOMO energy (eV): -8.4709